Entry from the Open Molecules 2025 dataset: 22 unconnected molecules or ions with the total composition C32H108N24O32 (wB97M-V/def2-TZVPD).

```
196
Properties=species:S:1:pos:R:3:forces:R:3:mulliken_charge:R:1
C -6.263819 -2.162174 -3.893369 -1.26 -0.77 0.23 0.539
O -5.535092 -2.086240 -2.917799 0.85 0.82 0.46 -0.623
N -6.674005 -3.408986 -4.308583 0.37 -0.32 -1.19 -0.542
N -6.830515 -1.094939 -4.515979 0.73 1.35 0.44 -0.326
H -6.815852 -3.449383 -5.332124 0.08 -0.55 1.09 0.239
H -6.140189 -4.174445 -3.853136 -0.59 0.90 -0.84 0.272
H -6.585888 -0.163120 -4.144562 -0.08 -0.73 -0.26 0.206
H -7.543414 -1.101961 -5.228926 0.19 -0.51 0.21 0.192
C -0.694559 -2.315825 5.057222 -0.51 -1.75 0.45 0.652
O -1.258613 -2.919924 5.951056 -0.35 -0.05 0.38 -0.756
N -0.405676 -2.865898 3.883030 -0.12 -1.47 -1.34 0.195
N -0.207853 -1.062567 5.214451 0.63 1.39 0.45 -0.036
H -0.132209 -2.349739 3.082198 0.30 0.64 -0.52 -0.080
H -0.630548 -3.837926 3.709799 -0.26 0.02 0.13 -0.025
H 0.574903 -0.930322 4.572350 0.17 0.58 0.59 -0.189
H 0.030219 -1.026197 6.205998 0.22 0.68 -0.37 0.247
C -2.159462 -1.295829 -4.219917 -0.88 2.03 -1.01 0.457
O -1.145874 -1.247534 -4.859787 2.29 -0.06 -2.45 -0.779
N -2.041238 -1.692074 -2.951626 -1.67 -2.05 2.77 0.303
N -3.332011 -0.749133 -4.706138 -0.04 -0.50 0.53 -0.076
H -1.242016 -2.323639 -2.761449 -0.36 0.66 -0.45 -0.289
H -2.888642 -2.149047 -2.595916 0.21 0.44 0.16 0.155
H -4.088664 -0.494804 -4.096876 -0.14 -0.15 0.24 -0.188
H -3.418033 -0.429362 -5.664001 0.58 -0.21 0.39 0.254
C 2.197345 7.294889 -1.095316 -1.50 0.32 -3.41 0.636
O 1.201566 7.219053 -1.825115 0.22 0.40 -0.56 -0.755
N 2.099706 6.955520 0.142506 1.96 -1.42 4.24 -0.282
N 3.408868 7.693773 -1.566872 0.97 0.86 -0.83 -0.444
H 2.983816 6.624389 0.552156 -0.88 0.29 0.21 0.219
H 1.286869 6.450442 0.433943 -0.37 -0.17 0.13 0.151
H 3.326908 8.291236 -2.384582 0.09 -0.46 0.15 0.264
H 4.211329 7.924695 -0.985773 -0.69 -0.14 0.09 0.193
C -4.709583 2.407758 -2.789815 -4.26 -0.20 0.49 0.487
O -5.434313 1.741699 -3.513974 -0.70 -1.24 -1.05 -0.753
N -3.463883 2.600223 -3.070985 3.68 0.82 -0.74 -0.101
N -5.301820 3.063475 -1.738333 1.48 0.22 -0.03 -0.413
H -2.818514 2.931688 -2.341350 -0.17 -0.21 -0.78 0.056
H -3.227627 2.374438 -4.052056 0.24 0.05 1.40 0.122
H -6.155906 2.697947 -1.372566 -0.15 -0.16 0.04 0.288
H -4.654129 3.526787 -1.135779 -0.08 0.32 0.72 0.181
C -2.668556 2.780663 2.708978 -1.07 2.96 1.25 0.394
O -2.153284 3.903661 2.424259 -0.01 -1.64 -0.29 -0.887
N -2.148088 1.611650 2.311182 1.01 1.79 -0.24 1.745
N -3.867738 2.789482 3.450085 1.08 -1.51 -0.71 -0.482
H -2.591628 0.753131 2.521410 -0.43 -1.02 -0.09 -0.141
H -1.195857 1.678785 1.935806 -0.63 -0.44 0.40 -0.865
H -4.251540 3.597694 3.921330 0.82 0.32 -0.61 0.328
H -3.911397 1.983099 4.046161 -0.27 -0.43 0.19 0.173
C 0.536749 4.286684 -4.498712 0.21 -0.34 -0.33 0.663
O 1.628684 4.043670 -4.011538 1.15 -0.03 0.40 -0.665
N 0.094881 3.586498 -5.551957 -0.23 -1.46 -0.92 -0.279
N -0.251253 5.286562 -4.082016 -1.17 1.92 1.53 -0.318
H -0.858760 3.585689 -5.847756 -0.30 0.27 -0.16 0.186
H 0.595904 2.738707 -5.804397 -0.18 0.29 0.04 0.084
H -1.274762 5.254562 -4.113676 0.89 -0.06 -0.39 0.232
H 0.133462 5.939307 -3.376791 -0.17 -0.67 -0.56 0.205
C 4.949718 2.561783 -0.576502 -0.91 -1.05 -1.17 0.421
O 5.948775 2.427408 0.100430 0.77 0.43 0.62 -0.783
N 4.126565 1.462100 -0.791566 0.08 0.65 0.35 0.276
N 4.590424 3.696421 -1.233577 0.12 -0.50 1.21 -0.188
H 3.221070 1.419238 -1.253257 0.58 0.21 0.01 -0.181
H 4.507407 0.627122 -0.389414 -0.21 -0.21 0.05 -0.062
H 5.223531 4.442517 -1.329413 0.83 0.64 0.14 0.257
H 3.884143 3.646708 -1.901188 -1.30 -0.07 -1.22 0.080
C 6.767440 1.784815 3.723608 1.68 -1.54 0.44 0.758
O 6.667297 1.392399 4.874792 -0.76 -0.10 1.75 -0.825
N 5.920252 2.561285 3.091385 -1.31 1.40 -0.87 -0.148
N 7.860880 1.326404 3.007774 -0.91 0.93 -0.58 -0.441
H 6.148309 2.837694 2.139163 -0.66 -0.06 0.19 0.114
H 5.002002 2.788969 3.500287 1.00 -0.26 -0.70 0.109
H 7.858576 1.841186 2.131723 1.29 -0.49 -0.03 0.177
H 8.679166 1.244547 3.604671 -0.11 0.09 -0.66 0.276
C -0.714429 -4.406398 -1.182290 0.62 1.21 0.72 0.355
O -0.867342 -5.509055 -1.649504 -0.39 -1.63 -0.80 -0.846
N -1.562741 -3.915777 -0.211918 -0.62 -0.81 0.76 0.513
N 0.249406 -3.548280 -1.634447 -0.52 0.98 0.72 0.197
H -1.223928 -3.357388 0.569132 0.22 0.25 -0.59 -0.292
H -2.126323 -4.681335 0.180378 0.22 0.63 -0.39 0.076
H 1.011556 -3.979968 -2.145833 0.07 0.06 0.08 0.292
H 0.409940 -2.747670 -1.009792 0.36 -0.47 -0.44 -0.736
C 3.474449 0.328301 4.343215 -0.79 -1.39 -0.17 0.197
O 2.307997 0.239064 3.872605 0.80 0.29 0.09 -0.036
N 4.300908 -0.781626 4.369583 -1.83 1.31 -0.84 -0.348
N 3.941052 1.471994 4.889916 -0.14 -0.90 -0.07 -0.222
H 4.019137 -1.622767 3.856372 0.31 0.64 0.61 0.176
H 5.093782 -0.656339 4.934893 1.37 -0.58 0.32 0.230
H 4.915965 1.525227 5.219257 -0.32 0.20 -0.05 0.456
H 3.246005 2.192214 4.968875 0.09 0.08 0.42 -0.124
C 0.296960 -0.288183 0.551072 -0.23 -2.55 0.43 -0.166
O 0.389240 -1.537058 0.809122 0.01 2.24 -0.25 0.801
N 1.032532 0.679846 1.240082 -0.70 -0.23 -1.71 1.954
N -0.592105 0.139908 -0.399356 0.02 0.91 0.39 1.466
H 1.211919 1.446370 0.585786 -0.04 0.14 0.39 -0.987
H 1.884539 0.355855 1.687916 -0.39 -0.29 0.32 -0.755
H -1.267784 -0.483408 -0.876105 0.92 0.38 0.68 -0.443
H -0.788742 1.150783 -0.433966 0.14 -0.78 -0.22 -0.713
C -0.343498 2.688346 5.706465 1.25 0.52 0.38 0.531
C -1.423965 1.844543 6.367353 0.47 -1.20 -1.35 -0.877
O -2.213248 1.102562 5.414351 0.30 0.28 0.49 -0.426
O 1.003537 2.106553 5.746650 -1.40 1.16 0.97 -0.483
H -0.221237 3.605499 6.309081 -0.13 -0.19 -0.36 0.316
H -0.580360 2.965903 4.661929 -0.21 -0.15 0.48 -0.388
H -2.169232 2.403535 6.860226 -0.48 1.11 0.81 0.512
H -0.902489 1.199518 7.093151 -0.36 0.00 -0.14 0.273
H -1.700313 0.323057 5.188620 0.30 -0.55 -0.18 0.233
H 1.071150 1.449021 5.075068 0.19 -1.15 -1.04 0.039
C 1.381157 0.582274 -3.497231 0.03 1.37 0.18 1.909
C 1.742258 -0.858788 -3.256558 -0.05 0.40 0.79 -0.043
O 2.699741 -0.986854 -2.146229 -0.99 -0.05 -0.75 -0.396
O 2.510316 1.257696 -4.033208 0.71 -0.29 -0.83 -0.766
H 1.161243 1.120204 -2.526684 -0.40 -0.89 -0.74 -1.202
H 0.504198 0.602323 -4.191629 0.50 0.13 0.55 0.134
H 2.186825 -1.302725 -4.153257 -0.28 -0.01 0.13 0.616
H 0.738518 -1.306870 -3.037676 1.33 -0.31 0.23 -0.804
H 3.598249 -0.867102 -2.490337 -0.42 0.02 -0.16 0.308
H 2.349190 2.166042 -4.341253 -0.47 0.03 0.61 0.410
C 2.348770 -6.653763 -2.186183 -0.73 2.56 1.60 -0.634
C 3.228340 -5.848596 -1.091848 -1.27 -1.44 -0.52 -0.352
O 2.358580 -5.407897 -0.030946 0.12 -0.68 -0.64 -0.418
O 1.530064 -5.750189 -3.001178 0.34 -0.93 0.79 -0.656
H 1.646816 -7.305251 -1.648731 0.46 -0.06 0.02 0.172
H 3.004793 -7.212620 -2.802534 0.59 -0.54 -0.74 0.434
H 3.799986 -5.042104 -1.554653 -0.23 0.08 -0.04 0.361
H 3.942052 -6.581872 -0.657260 -0.25 0.33 -0.28 0.353
H 2.502366 -4.503481 0.241812 0.32 0.51 0.03 0.263
H 0.590727 -5.899115 -2.719025 0.72 0.23 -0.14 0.360
C 0.197012 3.889774 -1.354819 -0.39 -0.49 1.98 0.777
C -1.116764 4.467009 -0.805869 0.08 -0.69 -0.65 -1.118
O -2.052189 3.405716 -0.550444 0.00 -0.38 0.33 0.144
O 0.902114 3.114138 -0.323382 -0.73 0.99 0.33 0.602
H 0.866211 4.614047 -1.728481 0.57 1.09 -0.33 0.116
H 0.021312 3.192035 -2.125185 -0.41 -0.81 -0.97 -0.184
H -1.623424 5.077087 -1.565050 0.46 0.16 0.16 0.357
H -0.930693 5.061431 0.081224 -0.12 0.15 0.19 0.477
H -2.114526 3.180721 0.399136 0.18 0.58 -0.37 -0.363
H 0.832677 3.674851 0.481758 0.24 -0.30 -0.32 -0.634
C -3.845378 -3.627068 3.136805 0.91 -0.67 1.94 -0.052
C -5.208878 -4.271866 3.204056 -0.64 -0.11 0.10 -0.353
O -5.962850 -3.895127 2.072233 -0.47 -1.65 -0.76 -0.631
O -3.447521 -3.286977 1.858316 0.15 0.05 -1.34 -0.235
H -3.115695 -4.303693 3.612562 -0.09 0.13 -0.28 0.074
H -3.793614 -2.736128 3.721104 -0.25 0.84 0.74 0.002
H -5.754348 -4.044660 4.129113 0.33 0.22 -0.02 0.337
H -5.131897 -5.375167 3.194231 -0.07 0.50 -0.41 0.307
H -6.149330 -2.980308 1.899738 0.09 0.88 0.42 0.297
H -4.213634 -3.493770 1.304938 -0.07 -0.03 -0.43 0.300
C 2.159093 3.767176 3.372246 -1.17 0.81 0.42 0.633
C 1.156501 5.001907 3.351227 1.49 0.19 -0.60 -1.149
O 0.332514 5.118921 2.162158 0.34 -1.24 1.09 -0.339
O 3.098857 3.714875 2.332894 0.26 0.00 -1.01 -0.505
H 1.558575 2.839770 3.427005 0.36 0.30 0.01 -0.291
H 2.774754 3.867075 4.291743 -0.71 0.07 -0.29 0.581
H 1.695475 5.959510 3.291825 0.33 -0.45 0.46 0.449
H 0.643388 4.973772 4.335740 -0.32 0.03 -0.83 0.263
H -0.417322 4.512840 2.310792 -0.52 0.21 -0.25 0.183
H 2.835475 3.130769 1.600270 -0.04 0.34 0.50 0.023
C 1.498418 -0.690469 -7.095055 0.22 1.57 -1.12 0.375
C 0.116211 -0.362305 -7.742441 0.42 0.44 0.84 -0.452
O -0.588283 0.621436 -6.920098 0.66 -0.27 -1.03 -0.530
O 2.407914 0.533336 -7.268251 -1.67 -2.16 0.41 -0.586
H 2.001162 -1.507981 -7.617992 -0.11 0.12 -0.05 0.355
H 1.358701 -0.990173 -6.057757 0.16 0.32 0.09 -0.380
H -0.551545 -1.243638 -7.921885 0.78 0.48 0.31 0.292
H 0.364424 0.104714 -8.704258 -0.41 0.05 0.25 0.360
H -0.747364 0.191613 -6.072176 -0.20 -0.51 0.16 0.122
H 2.541492 0.890953 -6.386589 0.08 -0.03 0.28 0.346
C -0.788385 -7.294707 1.247898 -0.02 -0.11 0.57 -0.480
C -0.020183 -6.268347 2.081025 -0.29 -1.33 -0.84 0.044
O -1.007751 -5.666573 2.914384 0.60 -0.06 0.42 -0.449
O -1.478319 -8.206986 2.136682 0.27 -0.23 -0.78 -0.613
H -0.173683 -7.873586 0.595640 0.95 -0.29 -0.41 0.430
H -1.504720 -6.819849 0.596662 -0.38 0.48 -0.08 0.209
H 0.434332 -5.570619 1.376357 -0.19 0.33 0.35 -0.219
H 0.816194 -6.781550 2.615647 -0.70 0.49 0.04 0.273
H -1.398811 -6.420246 3.389702 -0.04 0.43 -0.06 0.318
H -1.621528 -8.985754 1.569714 -0.18 0.31 0.77 0.336
C -5.860616 -0.403276 0.024496 0.23 1.71 -0.76 -0.729
C -4.488190 0.175526 0.399192 1.24 -1.36 0.30 0.615
O -3.998518 -0.289705 1.689999 -0.68 1.58 -0.28 -0.468
O -5.954566 -1.774380 -0.191573 0.35 -0.73 0.78 -0.341
H -6.159319 0.164104 -0.899337 -0.04 -0.38 0.65 0.201
H -6.526290 -0.136743 0.854681 -0.14 -0.17 -0.25 0.301
H -4.484574 1.275414 0.447732 -0.30 -0.40 0.08 0.157
H -3.710343 -0.117894 -0.347266 -0.60 0.18 0.12 -0.406
H -3.964656 -1.232867 1.750756 0.08 -1.34 -0.40 0.130
H -5.599375 -2.065904 -1.048578 -0.17 0.52 -0.06 0.371
C 3.516075 -1.953506 0.698286 2.67 1.68 0.73 1.308
C 5.066043 -2.300822 0.792243 -1.68 -0.55 -0.80 -0.610
O 5.310873 -3.458520 -0.024737 0.25 0.29 0.12 -0.593
O 2.840119 -2.764544 1.634969 -0.01 0.25 0.02 -0.771
H 3.180600 -2.108056 -0.314313 -0.16 -0.08 -0.32 0.343
H 3.485396 -0.815737 0.899180 -0.51 -1.53 0.12 -1.033
H 5.304836 -2.558299 1.820497 0.07 0.32 0.28 0.287
H 5.720541 -1.481277 0.443496 -0.39 -0.44 0.04 0.321
H 4.850046 -4.198183 0.388792 0.10 0.04 0.02 0.292
H 1.937245 -2.414719 1.679740 -0.24 -0.05 -0.10 0.118
```
Positions in Å, forces in eV/Å.

Total charge = 0
HOMO energy = -0.35423 Eh
Spin multiplicity = 1
E_LUMO = 0.238 eV